Computed, not measured: an isolated ion of composition C19H33N3O7P and charge +1, with the ωB97M-V functional and the def2-TZVPD basis.

The value obtained for the energy is -48325.011 eV. The HOMO energy comes out at -12.31 eV. The value obtained for the HOMO-LUMO gap is 0.3309 Ha. The charge is +1.

Atoms and positions in Å:
C 6.973319 -0.342484 1.484371
C 7.409560 -0.559308 0.037684
O 6.518649 0.056236 -0.909226
C 5.306178 -0.483152 -0.986970
O 5.019851 -1.575803 -0.559302
C 4.277185 0.389064 -1.674662
C 2.887439 0.014701 -1.174789
C 1.784489 0.976683 -1.693237
C 0.604630 0.921030 -0.782252
C 0.176474 1.852367 0.104311
C 0.695670 3.210414 0.418604
P -0.292482 4.559874 -0.358341
O 0.512450 5.748400 -0.571758
O -0.858670 3.932960 -1.737003
O -1.565756 4.815690 0.584996
N -0.944354 1.294626 0.730752
N -1.712184 1.912648 1.720331
C -1.218986 1.894024 2.872467
O -0.807705 2.039762 3.930168
C -1.173430 0.091101 0.219915
N -0.268647 -0.170633 -0.706504
C -0.209446 -1.393873 -1.525566
C 0.017071 -2.665098 -0.723228
C -1.091217 -3.075476 0.265530
C -2.534644 -2.903613 -0.220982
C -3.520289 -2.852304 0.966651
C -4.907173 -2.345571 0.548423
C -5.156816 -0.897147 0.963761
O -5.937059 -0.252867 -0.017922
C -6.547908 0.953156 0.423120
H 6.333475 0.537197 1.560328
H 6.446105 -1.206419 1.883049
H 7.853438 -0.168264 2.101028
H 8.376352 -0.085946 -0.114383
H 7.545359 -1.616305 -0.182515
H 4.355556 0.218124 -2.751373
H 4.481397 1.443301 -1.487891
H 2.892808 0.085555 -0.083940
H 2.627404 -1.009217 -1.429860
H 1.459419 0.640424 -2.680013
H 2.149580 1.998176 -1.755020
H 0.658279 3.409281 1.490202
H 1.701697 3.341379 0.031985
H -1.740174 3.555448 -1.626356
H -2.279027 4.179556 0.443798
H -1.993493 -0.520929 0.556506
H -1.113609 -1.459074 -2.126968
H 0.625030 -1.264547 -2.207956
H 0.129971 -3.466774 -1.456845
H 0.968676 -2.623724 -0.188964
H -0.937504 -4.134902 0.473216
H -0.963100 -2.553335 1.217804
H -2.827952 -3.727310 -0.873052
H -2.689446 -1.980148 -0.789384
H -3.105236 -2.141503 1.690702
H -3.554219 -3.837134 1.429341
H -5.110958 -2.472404 -0.514472
H -5.655030 -2.946053 1.069811
H -5.656401 -0.873043 1.938189
H -4.208505 -0.340812 1.089363
H -6.187260 1.260976 1.407262
H -7.627266 0.807410 0.472444
H -6.322877 1.752371 -0.283982

Atomic forces in eV per Å
C -0.011 -0.151 -0.124
C 0.660 -0.175 0.386
O -0.227 0.317 0.099
C -0.210 -0.471 -0.107
O 0.092 0.127 0.166
C -0.002 -0.181 -0.147
C -0.211 0.733 0.162
C -0.005 -0.976 0.199
C -0.118 -0.015 -0.399
C -0.017 0.025 0.482
C -0.958 0.054 -0.216
P 0.256 0.604 -0.476
O 0.152 -0.065 0.169
O -0.161 -0.111 0.817
O 0.160 -0.528 -0.435
N 0.746 0.230 -0.350
N 0.112 -0.485 0.352
C 0.205 0.634 -0.374
O -0.311 -0.287 -0.063
C -0.772 -0.180 0.436
N 0.318 0.492 0.154
C 0.216 -0.221 -0.045
C -0.223 -0.382 0.175
C -0.022 0.048 -0.412
C -0.270 0.066 0.554
C 0.310 0.254 -0.755
C -0.310 -0.349 0.735
C 0.070 0.146 -0.323
O 0.001 0.035 0.151
C 0.010 -0.084 -0.063
H 0.030 0.031 0.023
H -0.114 0.059 -0.029
H -0.016 -0.004 0.049
H -0.146 0.199 -0.279
H -0.237 -0.026 -0.114
H 0.070 0.093 -0.029
H 0.110 -0.009 -0.028
H 0.033 -0.148 0.018
H 0.182 -0.106 0.036
H 0.135 0.375 -0.179
H -0.069 0.060 -0.090
H 0.330 0.022 0.025
H 0.106 -0.039 0.150
H -0.006 -0.020 -0.414
H -0.139 0.134 0.344
H 0.048 -0.129 -0.175
H -0.058 0.106 0.055
H -0.051 0.093 -0.046
H 0.003 0.087 -0.110
H 0.038 0.133 -0.053
H 0.055 0.039 0.241
H 0.037 0.034 0.007
H 0.068 0.072 -0.168
H 0.112 -0.043 -0.137
H -0.037 -0.219 0.284
H -0.065 0.055 0.159
H 0.204 0.112 -0.074
H -0.083 -0.053 -0.193
H -0.007 0.040 0.012
H 0.045 -0.062 -0.025
H 0.017 -0.045 0.027
H -0.025 0.089 0.028
H -0.048 -0.033 -0.061

Mulliken population analysis, charges in e, atoms 1 to 5: atom 1 (C): -1.06, atom 2 (C): -0.23, atom 3 (O): -0.38, atom 4 (C): 0.47, atom 5 (O): -0.59